This record from OMol25 describes C2H3N3 in the gas phase. The level of theory is the ωB97M-V functional and the def2-TZVPD basis.

```
8
Properties=species:S:1:pos:R:3:lowdin_charge:R:1
N -0.6470 -1.0549 0.1744 -0.10
H -0.0374 1.5494 -1.3303 0.07
N 0.3050 -0.6548 1.1258 0.06
H 1.4334 1.1766 1.1003 0.12
H -0.8802 -2.0337 -0.0037 0.13
C 0.6850 0.4888 0.5626 -0.19
N -0.8504 -0.2359 -0.9885 0.08
C -0.0083 0.7643 -0.6405 -0.17
```

Values from the calculation:
HOMO-LUMO gap: 11.1335 eV
E_HOMO: -10.18 eV
charge: 0
F_max: 5.7 eV/Å
ΔE to the lowest compared entry with this formula, charge and spin: 1.4053 eV
SMILES: c1cn[nH]n1


This record from OMol25 describes 3 unconnected molecules or ions with the total composition C14H28IN4. The level of theory is the ωB97M-V functional and the def2-TZVPD basis.

```
47
Properties=species:S:1:pos:R:3:lowdin_charge:R:1
H -0.0244 0.2842 -3.3525 0.09
C 1.9877 -4.6366 -0.5844 -0.11
H -4.9901 0.2376 0.7837 0.08
H -0.9121 -0.7180 0.4565 0.03
C -4.6209 1.6462 2.3977 -0.28
C 3.1180 2.3292 -1.5993 -0.39
H 3.1612 -4.8913 1.1958 0.11
C -4.3254 2.8586 1.5125 -0.19
H 2.5582 2.8227 -2.5007 0.08
H 1.1701 -0.3955 -0.3325 0.10
H 0.4633 -1.6749 -1.5731 0.09
H 2.0759 1.8758 0.4365 0.10
H 1.3365 -4.6014 2.8424 0.11
H 0.4266 3.6339 -1.2559 0.04
C -0.1685 -4.0482 1.4170 -0.16
C -4.3750 0.3190 1.6872 -0.11
N -1.2163 -3.4202 1.1043 0.11
C 0.3379 -0.5809 -1.1658 -0.31
H 4.2398 2.7338 -1.6202 0.08
H -4.6263 -0.5175 2.3470 0.07
H -3.3249 0.2021 1.4011 0.06
H 1.1221 -4.0761 -0.9516 0.06
H -4.0001 1.6850 3.3012 0.11
H 2.4239 -0.9316 -2.6843 0.08
H 1.8082 -5.7034 -0.7608 0.07
C 2.2499 -4.3639 0.8934 -0.27
H -4.5299 3.7836 2.0620 0.11
N 3.1623 0.8173 -1.6328 -0.24
H -4.9597 2.8468 0.6195 0.11
H 0.4623 1.5724 -2.0172 0.07
N -1.6544 2.8280 0.7386 0.15
H 2.8500 -4.3321 -1.1858 0.08
H -1.1153 0.7354 -0.3252 0.01
H 0.5429 3.9968 0.5916 0.03
C 1.2013 3.9221 -0.4005 -0.67
I 2.0186 5.9213 -0.9494 0.52
C 1.0945 -4.8053 1.7939 -0.20
C 2.4043 2.8243 -0.1973 -0.32
C -2.8655 2.8419 1.0896 -0.12
C 2.2829 0.2522 -2.7454 -0.37
N -0.9967 -0.2986 -0.5095 -0.08
H 2.5951 0.6725 -3.7966 0.07
H 0.9148 -5.8808 1.6899 0.11
H -5.6662 1.6867 2.7231 0.10
H 3.2641 3.3506 0.4378 0.08
C 0.6616 0.4881 -2.4098 -0.20
H 2.4379 -3.2917 1.0281 0.12
```

Values from the calculation:
HOMO-LUMO gap: 3.9688 eV
E_HOMO: -1.49 eV
charge: -1
F_max: 10.2 eV/Å


This record from OMol25 describes a gas-phase ion, C19H17N4O9 (charge -1). The level of theory is the ωB97M-V functional and the def2-TZVPD basis.

```
49
Properties=species:S:1:pos:R:3:lowdin_charge:R:1
N -2.6170 2.6382 3.5831 -0.36
H -1.5781 -2.5489 -1.3386 0.10
H -3.9971 -2.6035 -1.6799 0.10
C -1.8853 1.6028 2.8928 -0.11
H 0.0256 2.5851 3.2008 0.13
C 0.6618 0.8960 -0.6673 -0.40
O 1.8489 0.8182 -1.2568 -0.01
C 3.9686 -2.7115 -1.5634 -0.07
C -1.4689 -0.4123 -1.0296 -0.12
C -0.0947 -0.4056 -0.2684 -0.11
H -1.7197 1.7250 -0.9296 0.10
O 2.2489 0.0423 1.2670 0.03
C 3.8804 1.8323 -1.8826 -0.07
N 1.6358 0.9598 1.8636 -0.34
H -4.1403 1.6945 -1.3031 0.11
C -3.5893 0.7501 -1.3221 -0.07
C 2.5374 -2.9591 -1.1879 -0.20
O 0.1895 2.0086 -0.4101 0.07
C -0.4885 1.7373 2.7434 0.09
C -1.7790 -0.5594 1.6749 -0.17
H 4.5064 -3.6627 -1.5828 0.07
H 4.4445 2.7649 -1.8885 0.08
C -3.5032 -1.6409 -1.5446 -0.09
H 4.4656 -2.0554 -0.8413 0.08
C -2.5028 0.4040 2.3992 -0.16
O 1.9259 -1.6493 -1.0155 0.01
C -0.3460 -0.3772 1.2355 -0.10
H 1.9812 -3.4853 -1.9766 0.13
H 3.7989 1.4617 -2.9053 0.08
C 0.2316 0.8272 1.9987 -0.13
O 0.1806 -2.8202 -0.2751 0.07
C -2.1244 -1.6112 -1.3343 -0.05
N -3.8065 -0.0277 2.5563 0.13
H -5.3333 -0.4875 -1.6525 0.10
O -3.8216 -1.2640 1.9501 -0.12
H 1.9230 2.8002 -1.8883 0.13
O -3.8436 2.5415 3.7620 0.02
C 2.5306 2.1047 -1.2996 -0.20
H 4.0483 -2.2631 -2.5583 0.08
N -2.5612 -1.6237 1.4020 0.18
H 2.4657 -3.5196 -0.2476 0.13
H 2.6145 2.4776 -0.2732 0.12
O 2.2144 1.9598 2.3472 0.01
H 0.1772 -1.2493 1.6853 0.17
C 0.6878 -1.7293 -0.5336 -0.39
C -4.2496 -0.4649 -1.5209 -0.09
O -1.9496 3.6213 3.9899 -0.02
C -2.2127 0.7745 -1.1024 -0.02
H 4.4194 1.1038 -1.2719 0.08
```

Values from the calculation:
HOMO-LUMO gap: 6.9390 eV
E_HOMO: -4.48 eV
charge: -1
F_max: 3.6 eV/Å
SMILES: CCOC(=O)C(C(=O)OCC)(c1ccccc1)[C@H]1C(=[N+]([O-])[O-])C=C([N+](=O)[O-])c2nonc21


This record from OMol25 describes a gas-phase ion, C13H23N4O3S (charge +1). The level of theory is the ωB97M-V functional and the def2-TZVPD basis.

```
44
Properties=species:S:1:pos:R:3:lowdin_charge:R:1
H 4.2575 1.3042 -0.1374 0.15
H 3.3460 -2.0607 -1.2431 0.11
N -3.4408 -1.1045 0.6308 0.05
H -2.7315 -2.1302 -3.0591 0.10
H -0.0595 3.1017 -1.9608 0.12
H -3.9002 2.1226 1.5687 0.09
O 1.0573 1.5462 0.6725 0.08
C 3.4249 -0.9787 -1.1680 -0.02
O 0.4749 -1.4892 -0.7043 0.00
H 4.3376 -0.9597 2.0671 0.11
H -3.6796 -0.9099 -2.2014 0.09
H 2.5127 2.3081 -2.1434 0.12
N 0.1829 -1.3213 0.4963 -0.36
C -2.2135 -1.3228 0.1082 -0.33
N 3.3717 -0.5771 0.2402 -0.22
H 2.5865 -0.5414 -1.7059 0.09
C 3.3885 0.9012 0.3884 -0.05
C -1.2432 2.3259 0.6874 -0.35
H -4.2055 -1.2619 -0.0121 0.13
C -1.0666 -1.2073 0.9328 0.00
O 1.1187 -1.2306 1.3450 -0.02
C -3.1592 -1.8661 -2.0965 -0.04
C 0.0701 2.1850 0.0132 -0.34
H -4.8055 1.3041 0.2834 0.08
H -2.8969 0.0088 2.3024 0.11
C 1.8535 2.1578 -1.3136 0.01
H 4.3615 -0.6525 -1.6197 0.11
H -1.2243 1.7979 1.6392 0.09
H 5.4219 -0.8473 0.6640 0.11
C 2.1454 1.5354 -0.1342 -0.26
N -2.0900 -1.7660 -1.1358 0.04
H -1.5016 3.3750 0.8407 0.09
H -1.1250 -1.9035 -1.4441 0.12
H 4.4044 -2.2803 0.8981 0.11
C -3.7098 -0.0511 1.5807 -0.22
H -3.8747 -2.6430 -1.8164 0.10
H 3.4708 1.1259 1.4546 0.15
H -4.6285 -0.2923 2.1197 0.13
H -1.1552 -1.0525 1.9931 0.14
C -3.8818 1.2966 0.8614 -0.42
H 2.4106 -0.9222 0.6806 0.10
C 4.4504 -1.1994 1.0119 -0.01
S -2.5622 1.5951 -0.3663 0.92
C 0.5074 2.5802 -1.2184 0.00
```

Values from the calculation:
HOMO-LUMO gap: 8.9444 eV
E_HOMO: -11.52 eV
charge: +1
F_max: 0.9 eV/Å
ΔE to the lowest compared entry with this formula, charge and spin: 0.0000 eV
SMILES: CN/C(=C\[N+](=O)[O-])NCCSCc1ccc(C[NH+](C)C)o1


- Among the records above, which one has the highest charge?
  C13H23N4O3S


- Which value of F_max does entry 2 give?
  10.2 eV/Å


- Which value of E_HOMO does entry 2 give?
  -1.49 eV